(1)
Below is a single C2H2Cl2S molecule at a distorted geometry, with properties calculated with ωB97M-V/def2-TZVPD.

Each line ends with the natural charge from an NBO analysis.
Atoms and positions in Å:
S1 -1.71738 0.50806 -1.05598  0.1290
C1 -0.34120 0.59400 -0.19993  -0.3057
C2 0.39314 -0.62750 0.16508  -0.2915
Cl1 2.04802 -0.47122 -0.39719  0.0225
Cl2 0.45908 -0.67363 1.95680  -0.0364
H1 0.25263 1.48148 -0.13758  0.2168
H2 -0.10071 -1.61758 0.08687  0.2653

The charge is 0. As for the SMILES: S=CC(Cl)Cl. For the energy, the calculation gives -1395.9359 hartree. Its energy above the lowest of the compared OMol25 structures with the same formula, charge and spin is 0.545 eV.



(2)
Below is 2 unconnected molecules or ions with the total composition C2H2Cl3I at a distorted geometry, with properties calculated with ωB97M-V/def2-TZVPD.

Each line ends with the natural charge from an NBO analysis.
Atoms and positions in Å:
C1 -1.55035 0.45271 0.12349  -0.5020
C2 1.10285 -0.66448 -0.11976  -0.1695
Cl1 1.51089 -1.49906 1.34798  0.0518
Cl2 2.04666 0.90861 -0.17592  -0.0088
Cl3 1.15357 -1.61653 -1.53067  0.0855
I1 -1.51127 2.52541 -0.00616  0.1816
H1 -1.41496 -0.16973 -0.71350  0.1829
H2 -1.33740 0.06308 1.07454  0.1787

The charge is 0. For the energy, the calculation gives -1755.5337 hartree. Its energy above the lowest of the compared OMol25 structures with the same formula, charge and spin is 3.462 eV.



(3)
Below is 2 unconnected molecules or ions with the total composition C2H2Cl3NS at a distorted geometry, with properties calculated with ωB97M-V/def2-TZVPD.

Each line ends with the natural charge from an NBO analysis.
Atoms and positions in Å:
C1 -2.26633 -1.30628 -1.29846  0.0777
N1 -2.63916 -0.74562 -0.30750  -0.4287
S1 -3.03054 -0.13996 1.02745  0.0872
H1 -2.07480 -1.75433 -2.27464  0.2658
Cl1 2.89972 2.21425 0.23933  -0.0076
C2 2.05100 0.71086 0.76196  -0.2213
Cl2 0.37774 0.89621 0.04299  -0.0364
Cl3 2.90142 -0.70561 0.04317  0.0315
H2 1.78096 0.83048 1.76571  0.2317

The charge is 0. As for the SMILES: C#[N+][S-].ClC(Cl)Cl. For the energy, the calculation gives -1910.8255 hartree. Its energy above the lowest of the compared OMol25 structures with the same formula, charge and spin is 2.264 eV.



(4)
Below is 2 unconnected molecules or ions with the total composition C2H2Cl3NS at a distorted geometry, with properties calculated with ωB97M-V/def2-TZVPD.

Each line ends with the Mulliken spin population.
Atoms and positions in Å:
C1 0.96005 -0.93046 0.52646  0.0002
C2 -3.97132 0.06966 0.03743  0.1373
N1 0.29657 -0.21579 -0.05960  0.0020
S1 -3.32246 1.76757 -0.25816  1.5709
Cl1 -2.74602 -0.97861 0.92571  0.1256
Cl2 -4.06769 -0.66516 -1.57005  0.1200
Cl3 -5.46407 0.05154 0.85098  0.0522
H1 1.70443 -1.56135 0.88420  0.0004
H2 -2.18849 1.27229 -0.30641  -0.0086

The expectation value of S² is 2.006. Its spin multiplicity is 3. The charge is 0. For the energy, the calculation gives -1910.7077 hartree. Its energy above the lowest of the compared OMol25 structures with the same formula, charge and spin is 2.652 eV.



(5)
Below is 2 unconnected molecules or ions with the total composition C2H2Cl3P at a distorted geometry, with properties calculated with ωB97M-V/def2-TZVPD.

Each line ends with the natural charge from an NBO analysis.
Atoms and positions in Å:
C1 1.48540 0.00999 0.01140  -0.5157
C2 0.24150 0.20572 0.02085  -0.0567
P1 -1.47495 -0.31322 0.46702  0.8661
Cl1 -0.61004 2.43102 0.38822  -0.3425
Cl2 -1.30942 -2.34959 0.22336  -0.2972
Cl3 -2.62825 0.11904 -1.10089  -0.2261
H1 2.16350 0.82350 -0.26027  0.2796
H2 2.13227 -0.92645 0.25032  0.2926

The charge is 0. For the energy, the calculation gives -1799.2798 hartree. Its energy above the lowest of the compared OMol25 structures with the same formula, charge and spin is 2.321 eV.



(6)
Below is a molecular structure, C2H2ClF2I at a distorted geometry, with properties calculated with ωB97M-V/def2-TZVPD.

Each line ends with the natural charge from an NBO analysis.
Atoms and positions in Å:
C1 -0.52740 0.84938 0.41881  0.0595
C2 -0.40661 0.48928 2.16541  0.1357
F1 0.21742 -0.06371 -0.21381  -0.3427
F2 -1.57479 0.78851 2.70155  -0.3400
Cl1 0.81983 1.59753 2.92433  -0.0475
I1 0.08675 -1.52471 2.39600  0.1895
H1 -1.62404 0.75888 0.23117  0.1688
H2 -0.12182 1.71949 0.07972  0.1767

The charge is 0. For the energy, the calculation gives -1034.9743 hartree. Its energy above the lowest of the compared OMol25 structures with the same formula, charge and spin is 1.100 eV.



(7)
Below is a single C2H2ClF3 molecule at a distorted geometry, with properties calculated with ωB97M-V/def2-TZVPD.

Each line ends with the natural charge from an NBO analysis.
Atoms and positions in Å:
F1 -0.55054 1.35189 1.17617  -0.3371
C1 -0.67949 0.25263 0.31713  -0.0238
C2 0.66997 -0.23518 -0.19314  0.6524
F2 1.51335 0.81210 -0.49773  -0.3152
F3 1.30313 -1.00288 0.72017  -0.3085
Cl1 0.20129 -1.15555 -1.66478  -0.0466
H1 -1.17307 -0.60104 0.61887  0.1894
H2 -1.28462 0.57801 -0.47668  0.1895

The charge is 0. As for the SMILES: FCC(F)(F)Cl. For the energy, the calculation gives -837.1823 hartree. Its energy above the lowest of the compared OMol25 structures with the same formula, charge and spin is 0.828 eV.



(8)
Below is a single C2H2ClFO molecule at a distorted geometry, with properties calculated with ωB97M-V/def2-TZVPD.

Each line ends with the natural charge from an NBO analysis.
Atoms and positions in Å:
O1 -0.53253 -1.82802 -0.02799  -0.4707
C1 -0.12061 -0.82392 0.48413  0.3790
C2 0.76969 0.21612 -0.14842  0.1117
F1 0.57850 1.49612 0.27991  -0.3136
Cl1 2.41708 -0.35253 0.21010  -0.0246
H1 -0.24690 -0.75800 1.55028  0.1252
H2 0.67618 0.09872 -1.20362  0.1930

The charge is 0. As for the SMILES: O=C[C@@H](F)Cl. For the energy, the calculation gives -712.6768 hartree. Its energy above the lowest of the compared OMol25 structures with the same formula, charge and spin is 0.075 eV.



(9)
Below is a single C2H2ClFS molecule at a distorted geometry, with properties calculated with ωB97M-V/def2-TZVPD.

Each line ends with the natural charge from an NBO analysis.
Atoms and positions in Å:
F1 0.93154 1.69546 -0.04497  -0.3498
C1 0.42225 0.38088 -0.33710  0.0706
Cl1 1.52909 -0.87985 0.02987  0.0016
C2 -0.63770 0.21858 0.62084  -0.2413
S1 -2.06658 -0.26194 -0.11573  0.0740
H1 0.31862 -0.05093 -1.49123  0.2509
H2 -0.33907 0.34351 1.53746  0.1940

The charge is 0. As for the SMILES: F[C@@H](Cl)C=S. For the energy, the calculation gives -1035.5598 hartree. Its energy above the lowest of the compared OMol25 structures with the same formula, charge and spin is 1.522 eV.



(10)
Below is a molecular structure, C2H2ClI at a distorted geometry, with properties calculated with ωB97M-V/def2-TZVPD.

Each line ends with the Mulliken spin population.
Atoms and positions in Å:
C1 0.99948 0.16901 1.08734  0.8751
C2 -0.65959 0.04631 -1.98092  0.8913
Cl1 0.42291 -0.00331 -0.58636  0.1061
I1 -2.67813 0.18702 -1.43599  0.0593
H1 0.08548 0.07910 1.78478  0.0260
H2 1.82985 -0.47813 1.13115  0.0422

The expectation value of S² is 2.010. Its spin multiplicity is 3. The charge is 0. For the energy, the calculation gives -834.9805 hartree. Its energy above the lowest of the compared OMol25 structures with the same formula, charge and spin is 2.695 eV.



(11)
Below is a molecular structure, C2H2ClIO2P at a distorted geometry, with properties calculated with ωB97M-V/def2-TZVPD.

Each line ends with the natural charge from an NBO analysis.
Atoms and positions in Å:
C1 -0.29866 1.26919 -0.22133  0.0560
C2 0.79560 0.98641 0.46979  0.0694
O1 -0.91756 0.14675 -0.74025  -0.7394
O2 0.98868 -0.38171 0.55706  -0.7354
P1 -0.12557 -1.18234 -0.29817  1.6970
Cl1 0.50367 -2.37877 -1.71922  -0.0322
I1 -1.62187 -2.25637 1.49293  0.1710
H1 -0.76670 2.28271 -0.53086  0.2781
H2 1.44241 1.51413 0.99006  0.2355

The charge is +1. For the energy, the calculation gives -1326.8657 hartree. Its energy above the lowest of the compared OMol25 structures with the same formula, charge and spin is 0.297 eV.



(12)
Below is a single C2H2ClN3 molecule at a distorted geometry, with properties calculated with ωB97M-V/def2-TZVPD.

Each line ends with the natural charge from an NBO analysis.
Atoms and positions in Å:
H1 -1.20184 0.92873 -2.19967  0.3349
N1 -0.38013 0.73242 -1.61204  -0.2898
N2 -0.74858 0.39931 -0.47942  -0.1203
C1 0.34348 0.10912 0.42024  -0.1828
Cl1 0.09161 1.12651 1.88464  0.0120
C2 0.29781 -1.27553 0.83317  0.2379
N3 0.26821 -2.36778 1.16229  -0.2458
H2 1.32945 0.34722 -0.00921  0.2538

The charge is 0. As for the SMILES: [H]/N=N/[C@@H](Cl)C#N. For the energy, the calculation gives -701.7985 hartree. Its energy above the lowest of the compared OMol25 structures with the same formula, charge and spin is 1.801 eV.



(13)
Below is a single C2H2ClN3O molecule at a distorted geometry, with properties calculated with ωB97M-V/def2-TZVPD.

Each line ends with the natural charge from an NBO analysis.
Atoms and positions in Å:
C1 -0.74429 -0.10012 1.15837  0.2110
C2 1.24095 0.25634 0.35444  0.2121
N1 0.65472 0.03442 1.44457  -0.4823
N2 -1.16226 0.05912 0.01016  -0.2763
N3 -0.34347 0.55281 -0.88875  0.0582
O1 -0.33523 -0.09683 -2.05265  -0.4999
Cl1 2.78333 0.60863 -0.07848  0.1333
H1 -1.28398 -0.35423 1.92944  0.1830
H2 -0.80976 -0.96013 -1.87709  0.4609

The charge is 0. For the energy, the calculation gives -776.9379 hartree. Its energy above the lowest of the compared OMol25 structures with the same formula, charge and spin is 4.090 eV.



(14)
Below is 2 unconnected molecules or ions with the total composition C2H2ClN3O6 at a distorted geometry, with properties calculated with ωB97M-V/def2-TZVPD.

Each line ends with the Mulliken spin population.
Atoms and positions in Å:
C1 -0.14734 0.36050 1.73795  0.7707
C2 0.03632 -0.07955 -0.45559  0.6981
N1 -1.27552 0.37683 -0.79325  -0.0341
N2 0.25431 -1.48423 -0.26546  -0.0215
N3 1.25538 0.67242 -1.11989  -0.0269
O1 -2.06109 -0.43551 -1.20465  0.1597
O2 1.28593 -1.87681 -0.73403  0.1738
O3 1.14105 0.72963 -2.31328  0.0607
O4 -1.42045 1.54902 -0.81746  -0.0071
O5 -0.50194 -2.20950 0.34213  0.0027
O6 2.20049 0.88547 -0.40521  -0.0062
Cl1 -0.88904 1.81046 1.83508  0.2419
H1 0.91404 0.20101 2.17902  -0.0048
H2 -0.79213 -0.49973 2.01463  -0.0070

The expectation value of S² is 2.022. Its spin multiplicity is 3. The charge is 0. For the energy, the calculation gives -1152.7823 hartree.



(15)
Below is a single C2H2ClNO2 molecule at a distorted geometry, with properties calculated with ωB97M-V/def2-TZVPD.

Each line ends with the natural charge from an NBO analysis.
Atoms and positions in Å:
C1 0.13927 0.11891 -0.17414  -0.3693
C2 1.48583 0.28788 -0.03896  -0.0252
Cl1 2.48933 1.61595 0.10441  0.1234
N1 2.31888 -1.07404 0.01476  0.5053
O1 1.72384 -2.11889 0.23347  -0.3666
O2 3.49915 -0.99929 -0.26813  -0.3464
H1 -0.58488 0.89902 -0.39381  0.2326
H2 -0.16245 -0.89282 -0.41454  0.2462

The charge is 0. As for the SMILES: C=C(Cl)[N+](=O)[O-]. For the energy, the calculation gives -742.6984 hartree. Its energy above the lowest of the compared OMol25 structures with the same formula, charge and spin is 3.760 eV.



(16)
Below is a molecular structure, C2H2ClNS at a distorted geometry, with properties calculated with ωB97M-V/def2-TZVPD.

Each line ends with the natural charge from an NBO analysis.
Atoms and positions in Å:
C1 -0.57041 0.52966 0.04609  -0.1671
C2 0.63255 0.14290 -0.54925  0.0238
N1 -0.97941 -0.76540 0.37080  -0.6332
S1 0.41206 -1.52298 -0.02112  0.5329
Cl1 3.57468 1.00668 0.17410  -0.4163
H1 -1.21146 1.44716 0.11761  0.2491
H2 -1.85800 -0.83802 -0.13824  0.4108

The charge is 0. For the energy, the calculation gives -990.2911 hartree. Its energy above the lowest of the compared OMol25 structures with the same formula, charge and spin is 5.659 eV.



(17)
Below is a single C2H2ClNS3 molecule at a distorted geometry, with properties calculated with ωB97M-V/def2-TZVPD.

Each line ends with the natural charge from an NBO analysis.
Atoms and positions in Å:
C1 0.58956 0.34774 0.36813  0.0646
C2 -0.51721 0.42526 -0.54865  -0.4821
N1 1.64017 1.01958 0.15501  -0.4123
S1 -2.19529 0.44968 0.23139  0.0683
S2 -1.04607 -2.71649 -0.28470  -0.3662
S3 -1.56632 -1.05649 -1.11421  0.5367
Cl1 2.96924 0.86121 1.16973  0.1510
H1 0.35313 -0.44670 1.26947  0.1958
H2 -0.22720 1.11620 -1.24618  0.2442

The charge is 0. For the energy, the calculation gives -1786.8174 hartree. Its energy above the lowest of the compared OMol25 structures with the same formula, charge and spin is 0.423 eV.



(18)
Below is 2 unconnected molecules or ions with the total composition C2H2ClO2 at a distorted geometry, with properties calculated with ωB97M-V/def2-TZVPD.

Each line ends with the natural charge from an NBO analysis.
Atoms and positions in Å:
C1 0.23796 0.17865 0.10294  0.3151
C2 -0.20690 4.36315 -1.13938  0.7150
O1 -1.27426 4.33804 -1.53059  -0.2011
O2 0.34319 1.39595 -0.16229  -0.5912
Cl1 1.22774 4.14221 -0.56966  0.4834
H1 -0.07653 -0.62356 -0.57563  0.1444
H2 0.90061 -0.32717 0.83268  0.1343

The charge is +1. For the energy, the calculation gives -687.6902 hartree. Its energy above the lowest of the compared OMol25 structures with the same formula, charge and spin is 1.024 eV.



(19)
Below is 2 unconnected molecules or ions with the total composition C2H2ClO4 at a distorted geometry, with properties calculated with ωB97M-V/def2-TZVPD.

Each line ends with the natural charge from an NBO analysis.
Atoms and positions in Å:
C1 0.33068 -1.90249 0.04705  0.9475
C2 -0.35936 0.94647 -0.76441  0.4232
O1 0.78089 -2.46411 -0.85242  -0.6164
O2 -0.60795 -1.81593 0.76692  -0.7105
O3 -1.01075 1.04948 0.40573  -0.7589
O4 0.31885 2.07406 -0.90185  -0.6955
Cl1 1.63994 -0.41227 0.65309  -0.5766
H1 -1.31362 0.12862 0.54187  0.5322
H2 0.22132 2.39617 0.10401  0.4550

The charge is -1. For the energy, the calculation gives -838.6077 hartree. Its energy above the lowest of the compared OMol25 structures with the same formula, charge and spin is 1.229 eV.



(20)
Below is 2 unconnected molecules or ions with the total composition C2H2ClOP at a distorted geometry, with properties calculated with ωB97M-V/def2-TZVPD.

Each line ends with the natural charge from an NBO analysis.
Atoms and positions in Å:
C1 1.57892 -0.12151 -0.02734  -0.8585
C2 -1.73893 -0.20679 0.16110  0.3891
O1 -2.15473 -0.63646 1.16918  -0.5104
P1 0.56566 -1.04752 -0.94313  0.6025
Cl1 -2.16801 1.34253 -0.57771  -0.0653
H1 2.52026 0.09400 -0.44068  0.2250
H2 1.39683 0.57575 0.65857  0.2176

The charge is 0. For the energy, the calculation gives -954.0697 hartree. Its energy above the lowest of the compared OMol25 structures with the same formula, charge and spin is 2.115 eV.